1.
Computed, not measured: a 2-piece molecular cluster, C7H6BrFO overall, with wB97M-V/def2-TZVPD.

Last column: Löwdin charge in e.
Element x y z (Å)
C -1.61 0.33 -0.29  -0.116
C -1.05 -0.76 0.30  -0.127
C -0.82 1.49 -0.56  -0.091
C 0.28 -0.80 0.61  -0.011
C 0.51 1.45 -0.28  -0.060
C 1.09 0.35 0.30  -0.451
C 3.51 -0.88 -0.12  -0.512
O 2.29 0.44 0.77  -0.102
F 2.96 -1.08 -1.29  0.043
Br 5.16 0.18 -0.15  0.722
H -2.67 0.27 -0.46  0.094
H -1.82 -1.49 0.63  0.116
H -1.42 2.38 -1.01  0.136
H 0.83 -1.51 1.18  0.100
H 1.17 2.44 -0.39  0.163
H 3.35 -1.63 0.65  0.096

The calculation puts the frontier orbital gap (spin up / spin down) at 7.740 / 7.739 eV. The LUMO energy (spin up / spin down) is -0.4 / -0.4 eV. As for the maximum force: 4.75 eV Å⁻¹. The charge is 0.

---

2.
Computed, not measured: C6H18NO8P2S3 as an isolated structure, with wB97M-V/def2-TZVPD.

Last column: Löwdin charge in e.
Element x y z (Å)
O 0.68 -6.72 -2.42  -0.308
P 1.56 -5.60 -2.76  0.220
O 0.97 -4.70 -3.96  -0.176
O 2.98 -6.14 -3.34  -0.210
P 2.24 -4.25 -1.16  0.726
S 0.42 -4.03 0.05  0.247
O 0.59 -5.08 1.01  -0.390
O -0.74 -4.03 -0.81  -0.363
N 0.71 -2.65 0.75  -0.393
S 0.40 -1.25 0.02  0.497
O 1.02 -1.15 -1.29  -0.387
O -0.98 -0.85 0.11  -0.337
C 1.32 -0.16 1.13  -0.251
C 2.01 0.98 0.38  -0.291
C 2.17 2.22 1.27  -0.566
S 1.96 3.79 0.39  0.674
H 1.23 -3.78 -3.90  0.053
H 3.71 -5.54 -3.13  0.035
H 2.11 -3.06 -1.92  -0.124
H 2.02 -0.79 1.69  0.094
H 0.57 0.22 1.83  0.092
H 1.44 1.23 -0.51  0.088
H 2.99 0.64 0.04  0.111
H 3.17 2.29 1.70  0.060
H 1.44 2.19 2.08  0.059
H 0.70 3.53 0.00  -0.160
C -3.41 4.18 -0.04  -0.063
C -2.72 3.18 0.87  -0.492
C -3.47 2.98 2.17  -0.060
O -1.37 3.59 1.13  -0.085
H -3.48 5.16 0.45  0.077
H -2.85 4.31 -0.97  0.078
H -4.42 3.86 -0.29  0.078
H -2.62 2.23 0.35  0.143
H -3.54 3.92 2.72  0.077
H -2.96 2.25 2.79  0.080
H -4.49 2.62 1.98  0.079
H -1.38 4.43 1.59  0.088

The calculation puts the frontier orbital gap at 8.600 eV. The LUMO energy is 2.4 eV. As for the maximum force: 0.36 eV Å⁻¹. The charge is -1.

---

3.
Computed, not measured: C17H14F6N5O6RuS3 as an isolated structure, with wB97M-V/def2-TZVPD.

Last column: Löwdin charge in e.
Element x y z (Å)
Ru -0.22 -0.46 0.25  1.248
N -4.34 -0.76 1.95  0.095
C -3.20 -0.38 1.35  -0.823
S -2.47 -1.56 0.29  0.653
N -2.78 0.84 1.52  -0.001
N -1.61 1.22 1.13  -0.083
C -1.26 2.44 0.89  -0.046
C 0.08 2.68 0.42  -0.266
C 0.62 3.95 0.20  -0.001
C 1.84 4.06 -0.44  -0.043
C 2.51 2.91 -0.83  -0.032
C 1.95 1.68 -0.51  -0.121
N 0.78 1.58 0.10  0.015
H -4.79 -1.61 1.64  0.087
H -4.88 -0.07 2.44  0.106
H -1.97 3.26 0.95  0.142
H 0.07 4.83 0.51  0.120
H 2.26 5.03 -0.64  0.115
H 3.43 2.96 -1.38  0.113
H 2.43 0.75 -0.75  0.118
F -2.87 3.27 -2.52  0.130
C -2.53 2.29 -3.36  -0.655
F -2.39 2.81 -4.57  0.151
F -3.54 1.42 -3.39  0.147
S -0.96 1.50 -2.67  0.613
O -1.48 0.81 -1.52  -0.408
O -0.11 2.63 -2.42  -0.254
N -0.45 0.56 -3.82  -0.272
S 0.13 -0.85 -3.42  0.601
O 1.11 -1.32 -4.34  -0.242
O 0.46 -1.00 -2.02  -0.389
C -1.37 -1.97 -3.68  -0.661
F -2.47 -1.37 -3.23  0.115
F -1.24 -3.13 -3.04  0.141
F -1.55 -2.22 -4.97  0.147
C 3.28 -3.02 1.78  0.000
C 1.91 -2.38 1.82  -0.355
O 1.65 -1.54 0.95  -0.068
C 1.00 -2.74 2.89  -0.100
C 1.24 -3.86 3.70  -0.044
C 0.37 -4.23 4.69  -0.096
C -0.80 -3.49 4.91  -0.077
C -1.07 -2.39 4.16  -0.005
C -0.18 -1.94 3.13  -0.363
O -0.44 -0.86 2.54  -0.139
H 3.82 -2.62 0.93  0.086
H 3.20 -4.10 1.67  0.087
H 3.82 -2.79 2.69  0.097
H 2.13 -4.45 3.54  0.104
H 0.58 -5.10 5.31  0.098
H -1.49 -3.81 5.68  0.106
H -1.95 -1.79 4.31  0.111

The calculation puts the frontier orbital gap (spin up / spin down) at 6.118 / 6.658 eV. The LUMO energy (spin up / spin down) is -2.0 / -1.5 eV. Its expectation value of S² is 0.9413. As for the multiplicity: 2. As for the maximum force: 4.95 eV Å⁻¹. The charge is 0.

---

4.
Computed, not measured: one molecule with the formula C16H16N2O2, with wB97M-V/def2-TZVPD.

Last column: Löwdin charge in e.
Element x y z (Å)
C -4.86 -1.36 0.20  -0.090
O -3.78 -1.13 1.07  -0.083
C -2.77 -0.31 0.66  -0.274
C -2.69 0.28 -0.59  -0.011
C -1.61 1.09 -0.91  -0.029
C -0.60 1.31 0.01  -0.201
C 0.58 2.20 -0.37  -0.279
C 0.21 3.56 -0.03  -0.170
N -0.12 4.61 0.26  0.172
N 1.83 1.88 0.29  0.072
C 2.32 0.58 0.41  -0.207
C 3.16 0.29 1.48  -0.032
C 3.73 -0.96 1.64  -0.099
C 3.46 -1.95 0.72  -0.097
C 2.63 -1.68 -0.36  -0.024
C 2.07 -0.43 -0.54  -0.197
O 1.28 -0.10 -1.62  -0.112
C 0.85 -1.13 -2.47  -0.080
C -0.68 0.72 1.26  -0.011
C -1.75 -0.09 1.58  0.015
H -5.38 -0.44 -0.06  0.096
H -5.54 -2.01 0.74  0.093
H -4.53 -1.87 -0.71  0.094
H -3.46 0.14 -1.33  0.103
H -1.56 1.55 -1.88  0.124
H 0.73 2.14 -1.46  0.151
H 2.01 2.43 1.12  0.130
H 3.35 1.07 2.21  0.112
H 4.37 -1.15 2.48  0.101
H 3.89 -2.93 0.83  0.100
H 2.44 -2.47 -1.08  0.102
H 0.16 -0.66 -3.17  0.094
H 0.32 -1.92 -1.91  0.102
H 1.68 -1.57 -3.02  0.095
H 0.09 0.88 2.00  0.120
H -1.82 -0.56 2.55  0.120

As for the SMILES: COc1ccc([C@@H](C#N)Nc2ccccc2OC)cc1. The calculation puts the frontier orbital gap at 8.578 eV. The LUMO energy is 0.6 eV. As for the maximum force: 0.77 eV Å⁻¹. The charge is 0.

---

5.
Computed, not measured: C7H20N5Zn as an isolated structure, with wB97M-V/def2-TZVPD.

Last column: Löwdin charge in e.
Element x y z (Å)
C -1.43 1.22 -3.99  -0.375
Zn 0.02 1.31 -2.54  0.071
N 0.52 -0.75 -2.88  -0.027
H -0.60 0.69 -1.10  -0.010
H 0.97 1.80 -1.39  -0.116
H -2.04 2.19 -4.20  -0.049
H -2.17 0.37 -3.81  -0.054
H -0.85 1.02 -4.94  -0.089
H -0.07 -1.30 -2.23  0.026
H 1.52 -0.81 -2.59  0.034
H 0.43 -1.11 -3.81  0.025
C 0.23 1.40 0.93  -0.227
N -0.12 0.18 0.10  -0.212
C -1.30 -0.54 0.68  -0.209
N -1.05 -0.88 2.08  -0.104
C -0.72 0.35 2.81  -0.201
N 0.47 1.03 2.30  -0.111
C 1.62 0.09 2.36  -0.166
N 1.33 -1.13 1.57  -0.103
C 1.06 -0.78 0.15  -0.186
C 0.13 -1.77 2.15  -0.195
H -0.61 2.12 0.89  0.112
H 1.14 1.86 0.54  0.070
H -1.44 -1.47 0.11  0.099
H -2.20 0.11 0.60  0.100
H -0.53 0.09 3.87  0.119
H -1.58 1.04 2.75  0.123
H 2.52 0.56 1.98  0.120
H 1.76 -0.19 3.40  0.110
H 0.80 -1.71 -0.35  0.092
H 1.95 -0.31 -0.26  0.107
H 0.33 -1.99 3.21  0.115
H -0.07 -2.71 1.62  0.113

The calculation puts the frontier orbital gap (spin up / spin down) at 2.927 / 2.930 eV. The LUMO energy (spin up / spin down) is 2.9 / 2.9 eV. As for the maximum force: 3.66 eV Å⁻¹. The charge is -1.

---

6.
Computed, not measured: a 2-piece molecular cluster, C19H40BClN4O6PS2 overall, with wB97M-V/def2-TZVPD.

Last column: Löwdin charge in e.
Element x y z (Å)
C 0.10 2.50 0.51  -0.083
C 0.19 2.23 -1.05  -0.232
N -0.50 0.99 -1.50  -0.094
C -1.95 1.10 -1.43  -0.335
C -2.74 -0.27 -1.35  -0.353
P -1.84 -1.45 -2.60  0.442
S -2.53 -3.27 -2.57  0.184
B -2.49 -1.10 0.04  -0.659
O -3.27 -2.20 0.45  0.108
O -1.47 -0.68 0.95  -0.050
C -1.71 -1.16 2.29  -0.073
C -4.25 0.01 -1.70  -0.235
C -4.99 1.17 -0.91  -0.142
C -4.69 1.33 0.63  -0.245
N -5.29 2.66 1.04  -0.012
C -4.52 0.28 -3.27  -0.711
Cl -4.88 -1.30 -4.18  0.719
N -5.76 1.11 -3.50  0.128
C -6.78 0.37 -3.53  -0.372
O -7.76 -0.15 -3.21  0.208
O -3.48 0.96 -3.97  -0.232
S -2.47 1.90 -3.06  0.733
O -3.02 3.25 -2.83  -0.282
O -1.25 2.10 -3.87  -0.296
H -0.23 1.61 1.12  0.065
H -0.61 3.37 0.66  0.084
H 1.12 2.87 0.83  0.071
H 1.27 2.12 -1.39  0.113
H -0.23 3.07 -1.68  0.124
H -0.13 0.22 -0.94  0.080
H -2.26 1.86 -0.65  0.142
H -0.50 -1.53 -2.07  -0.004
H -1.72 -0.87 -3.89  0.018
H -4.23 -2.00 0.43  0.121
H -1.33 -2.22 2.38  0.105
H -2.76 -1.03 2.66  0.107
H -1.05 -0.55 2.99  0.102
H -4.82 -0.95 -1.49  0.144
H -4.83 2.19 -1.37  0.120
H -6.10 0.95 -0.98  0.133
H -5.26 0.55 1.22  0.125
H -3.61 1.38 0.91  0.107
H -4.70 2.95 1.83  0.067
H -6.22 2.51 1.46  0.072
C 2.30 -2.29 3.33  -0.087
C 1.85 -2.03 1.90  -0.227
C 2.95 -2.00 0.83  -0.112
N 3.95 -0.84 0.87  -0.239
C 4.67 -0.88 -0.48  -0.098
C 5.85 0.07 -0.56  -0.166
C 6.84 -0.18 0.57  -0.185
C 6.14 -0.09 1.91  -0.163
C 4.96 -1.04 2.00  -0.099
C 3.21 0.46 1.02  0.029
H 2.63 -1.38 3.82  0.067
H 1.45 -2.67 3.92  0.084
H 3.09 -3.04 3.38  0.086
H 1.24 -1.13 1.85  0.089
H 1.18 -2.85 1.61  0.126
H 2.46 -1.94 -0.14  0.132
H 3.53 -2.93 0.85  0.139
H 5.01 -1.91 -0.63  0.144
H 3.93 -0.64 -1.25  0.138
H 6.36 -0.07 -1.52  0.132
H 5.52 1.11 -0.54  0.118
H 7.65 0.55 0.52  0.126
H 7.29 -1.17 0.45  0.127
H 5.81 0.94 2.09  0.121
H 6.85 -0.33 2.71  0.132
H 4.44 -0.88 2.94  0.114
H 5.30 -2.08 1.94  0.145
H 2.77 0.50 2.02  0.112
H 2.44 0.51 0.25  0.099
H 3.91 1.29 0.91  0.102

The calculation puts the frontier orbital gap at 8.059 eV. The LUMO energy is -2.5 eV. As for the maximum force: 6.77 eV Å⁻¹. The charge is +1.